The following is a quantum chemistry calculation of a 14-piece molecular cluster, C77H162F21N7O20 overall at a distorted geometry, from the OMol25 dataset.

```
! RIJCOSX wB97M-V def2-TZVPD def2/J DEFGRID3
* xyz 0 1
C -0.24 3.78 0.46
C -0.43 2.58 1.29
C -0.44 1.30 0.51
C 0.95 0.76 -0.04
N 0.74 -0.64 -0.84
C -0.14 -0.33 -2.14
C 0.78 -0.57 -3.41
C 2.21 -0.44 -2.75
C 2.04 -1.16 -1.49
C 0.06 -1.88 0.05
C 0.77 -2.03 1.38
C 0.18 -3.17 2.29
H 0.67 3.76 -0.13
H -0.42 4.68 1.05
H -0.96 3.84 -0.36
H -1.30 2.63 1.95
H 0.39 2.53 2.00
H -1.11 1.35 -0.34
H -0.77 0.60 1.29
H 1.75 0.66 0.70
H 1.26 1.51 -0.77
H -1.13 -0.76 -2.24
H -0.35 0.74 -2.16
H 0.57 -1.58 -3.76
H 0.67 0.10 -4.26
H 3.01 -0.66 -3.46
H 2.15 0.64 -2.58
H 1.95 -2.24 -1.56
H 2.79 -0.77 -0.80
H -0.10 -2.86 -0.40
H -0.97 -1.54 0.00
H 0.55 -1.05 1.82
H 1.85 -2.19 1.33
H -0.88 -2.97 2.44
H 0.77 -3.23 3.20
H 0.24 -4.07 1.68
C -4.73 1.92 -0.76
C -5.50 0.65 -1.14
O -6.66 0.68 -1.39
N -4.78 -0.70 -1.17
H -3.99 -0.74 -1.80
H -4.36 -0.98 -0.30
C -5.71 -1.91 -1.41
H -5.06 2.31 0.21
H -4.94 2.78 -1.40
H -3.66 1.75 -0.72
H -5.28 -2.86 -1.10
H -5.93 -1.93 -2.48
H -6.66 -1.77 -0.89
C 3.58 -3.71 3.17
C 4.14 -4.65 4.31
O 4.03 -5.93 4.26
N 4.97 -3.96 5.43
H 5.96 -4.02 5.24
H 4.71 -2.99 5.41
C 4.43 -4.33 6.81
H 4.44 -3.36 2.60
H 2.90 -2.92 3.46
H 3.06 -4.49 2.62
H 4.61 -5.39 7.00
H 3.36 -4.12 6.87
H 4.91 -3.82 7.65
C -3.70 10.06 2.88
C -2.35 10.33 2.15
N -2.39 11.25 0.90
C -3.54 10.75 -0.13
C -2.85 12.66 1.30
C -3.20 13.70 0.20
C -1.00 11.33 0.15
C -0.78 10.22 -0.91
O -0.81 8.95 -0.30
C -0.06 7.92 -1.00
H -4.50 9.64 2.27
H -4.37 10.80 3.31
H -3.52 9.35 3.69
H -1.91 9.38 1.83
H -1.57 10.61 2.86
H -3.53 9.70 -0.41
H -3.51 11.43 -0.98
H -4.54 10.89 0.26
H -2.02 13.01 1.91
H -3.62 12.52 2.06
H -2.43 13.84 -0.56
H -3.30 14.66 0.71
H -4.07 13.47 -0.41
H -0.21 11.45 0.89
H -0.98 12.24 -0.44
H 0.26 10.38 -1.20
H -1.50 10.43 -1.70
H 1.01 8.13 -0.89
H -0.33 7.98 -2.05
H -0.17 6.88 -0.71
C -4.08 -3.48 6.57
C -3.54 -4.87 6.89
N -2.32 -5.35 6.07
C -1.20 -4.26 6.10
C -1.77 -6.67 6.64
C -2.75 -7.81 6.90
C -2.70 -5.59 4.56
C -1.79 -6.42 3.72
O -0.49 -5.88 3.58
C 0.39 -6.47 2.69
H -5.00 -3.25 7.11
H -4.33 -3.44 5.51
H -3.36 -2.67 6.65
H -4.29 -5.64 6.71
H -3.20 -4.76 7.92
H -0.32 -4.59 5.56
H -0.95 -4.14 7.16
H -1.50 -3.24 5.86
H -1.26 -6.45 7.57
H -0.85 -6.84 6.08
H -2.23 -8.73 6.64
H -3.67 -7.74 6.34
H -3.10 -7.90 7.93
H -2.99 -4.64 4.11
H -3.62 -6.16 4.70
H -2.08 -6.41 2.67
H -1.67 -7.46 4.05
H 0.07 -6.44 1.65
H 0.65 -7.50 2.92
H 1.37 -6.00 2.68
C -4.84 -5.25 -2.87
C -3.64 -6.26 -2.90
N -2.27 -5.62 -3.23
C -1.28 -6.85 -3.27
C -2.35 -5.03 -4.71
C -1.02 -4.60 -5.35
C -1.74 -4.71 -2.21
C -1.95 -5.17 -0.82
O -3.25 -4.75 -0.45
C -3.59 -4.87 0.90
H -4.48 -4.23 -2.71
H -5.65 -5.38 -2.16
H -5.36 -5.17 -3.82
H -3.88 -6.90 -3.75
H -3.70 -6.94 -2.05
H -1.63 -7.41 -4.14
H -1.25 -7.37 -2.31
H -0.24 -6.53 -3.40
H -3.17 -4.32 -4.66
H -2.66 -5.88 -5.31
H -0.47 -4.14 -4.53
H -1.03 -3.94 -6.22
H -0.36 -5.45 -5.52
H -2.22 -3.76 -2.47
H -0.68 -4.61 -2.43
H -1.34 -4.66 -0.07
H -1.84 -6.25 -0.73
H -4.65 -4.69 1.02
H -2.98 -4.18 1.49
H -3.47 -5.93 1.13
C 3.58 2.85 2.29
C 3.41 4.31 1.70
N 4.00 4.48 0.27
C 5.58 4.66 0.17
C 3.75 3.15 -0.54
C 4.25 3.09 -2.07
C 3.30 5.69 -0.48
C 3.10 6.99 0.23
O 2.02 6.97 1.14
C 1.78 8.15 1.90
H 2.84 2.12 1.97
H 3.32 3.02 3.34
H 4.63 2.56 2.21
H 3.80 5.06 2.39
H 2.36 4.55 1.55
H 5.94 5.34 0.94
H 5.91 5.04 -0.80
H 6.18 3.76 0.34
H 2.66 3.01 -0.54
H 4.32 2.35 -0.06
H 3.93 3.80 -2.83
H 3.73 2.22 -2.46
H 5.28 2.77 -2.24
H 2.40 5.34 -0.98
H 3.87 5.89 -1.38
H 2.84 7.72 -0.53
H 3.99 7.34 0.75
H 2.36 8.25 2.82
H 0.73 8.08 2.20
H 1.77 9.00 1.22
C -3.49 -0.86 -4.55
O -4.88 -0.83 -4.69
O -3.26 -1.69 -3.42
C -2.70 -1.02 -5.95
F -2.94 -2.24 -6.45
F -3.06 -0.19 -6.89
F -1.35 -0.90 -5.90
C -5.63 -1.88 -5.25
C -7.10 -1.60 -5.32
H -7.41 -0.66 -5.77
H -7.67 -2.32 -5.91
H -7.37 -1.53 -4.27
H -5.44 -2.80 -4.69
H -5.29 -2.20 -6.23
H -3.47 0.18 -4.22
C 5.80 -0.58 0.32
O 6.59 -1.55 0.94
O 4.92 -0.15 1.30
C 6.81 0.34 -0.41
F 7.75 -0.54 -0.84
F 6.28 0.93 -1.50
F 7.57 1.22 0.25
C 6.72 -2.78 0.30
C 7.77 -3.59 1.11
H 8.61 -3.02 1.49
H 7.26 -3.96 2.00
H 8.11 -4.39 0.45
H 7.27 -2.69 -0.64
H 5.83 -3.36 0.07
H 5.28 -0.92 -0.58
C 0.38 3.96 -3.88
O 0.54 4.08 -5.34
O 1.22 4.88 -3.26
C -1.23 4.25 -3.76
F -1.87 3.09 -3.78
F -1.52 4.64 -2.58
F -1.91 5.16 -4.55
C 0.51 2.87 -6.09
C 0.40 3.10 -7.62
H 1.27 3.49 -8.14
H 0.26 2.16 -8.14
H -0.36 3.82 -7.90
H -0.30 2.18 -5.86
H 1.44 2.32 -5.93
H 0.60 2.96 -3.53
C 2.76 -5.19 -2.28
O 3.77 -6.16 -2.64
O 2.12 -4.92 -3.52
C 2.04 -5.80 -1.03
F 1.11 -4.92 -0.58
F 1.33 -6.95 -1.20
F 2.83 -5.88 0.03
C 5.07 -5.72 -2.29
C 6.04 -6.59 -3.04
H 6.17 -6.45 -4.11
H 6.94 -6.45 -2.44
H 5.86 -7.67 -3.08
H 5.17 -6.08 -1.26
H 5.28 -4.68 -2.56
H 3.12 -4.21 -1.98
C 3.33 -0.02 -6.86
O 2.67 0.03 -8.17
O 3.62 -1.44 -6.64
C 4.53 0.99 -6.85
F 4.82 1.35 -5.58
F 5.68 0.59 -7.41
F 4.24 2.20 -7.49
C 1.30 -0.42 -8.18
C 0.88 -0.15 -9.65
H 1.53 -0.82 -10.21
H -0.16 -0.45 -9.80
H 1.04 0.83 -10.09
H 0.65 0.09 -7.47
H 1.16 -1.48 -7.95
H 2.67 0.32 -6.07
C -3.78 -0.88 2.52
O -5.06 -0.48 2.38
O -3.25 -0.75 1.23
C -3.11 0.01 3.64
F -3.08 1.30 3.27
F -3.71 -0.03 4.83
F -1.85 -0.27 3.81
C -6.12 -1.13 3.13
C -7.09 -0.12 3.61
H -7.99 -0.63 3.95
H -6.47 0.30 4.41
H -7.27 0.62 2.84
H -5.87 -1.85 3.91
H -6.70 -1.72 2.41
H -3.86 -1.93 2.82
C 2.98 -0.60 5.67
O 3.40 0.33 6.63
O 4.20 -1.17 5.25
C 1.71 -1.40 6.12
F 0.54 -0.70 6.14
F 1.54 -2.53 5.38
F 1.70 -1.89 7.36
C 2.44 1.11 7.32
C 3.41 1.87 8.18
H 3.97 2.57 7.55
H 2.88 2.44 8.94
H 4.18 1.24 8.63
H 1.77 0.46 7.89
H 1.87 1.78 6.68
H 2.54 -0.01 4.86
*
```

Calculated values
- highest occupied orbital energy (eV) = -3.805
- gap between HOMO and LUMO (eV) = 2.794

=====

The following is a quantum chemistry calculation of a 2-piece molecular cluster, C5H10O2 overall at a distorted geometry, from the OMol25 dataset.

```
! RIJCOSX wB97M-V def2-TZVPD def2/J DEFGRID3
* xyz 0 1
C -0.75 -1.14 2.49
C -1.20 -1.05 1.24
C -0.37 -0.66 0.10
O -1.13 -0.32 -1.02
C 0.97 -0.68 0.08
C 1.94 0.36 -0.41
H 0.18 -0.76 2.86
H -1.43 -1.42 3.29
H -2.17 -1.51 1.08
H -1.85 0.26 -0.71
H 1.41 -1.53 0.60
H 2.57 0.54 0.46
H 1.48 1.32 -0.64
H 2.52 0.08 -1.28
O -0.43 2.09 -2.95
H -1.03 2.83 -3.01
H -0.70 1.57 -2.17
*
```

Calculated values
- energy above the lowest of the compared OMol25 structures with the same formula, charge and spin (kJ/mol) = 304.05
- highest occupied orbital energy (eV) = -8.330
- gap between HOMO and LUMO (eV) = 8.706

=====

The following is a quantum chemistry calculation of a 2-piece molecular cluster, C4H9N2 overall at a distorted geometry, from the OMol25 dataset.

```
! RIJCOSX wB97M-V def2-TZVPD def2/J DEFGRID3
* xyz 1 1
C -4.06 0.45 0.01
C -0.48 -0.47 0.09
C -1.76 -0.27 0.14
C 2.45 0.17 0.17
N -2.89 0.05 -0.12
N 1.27 0.87 -0.31
H -4.43 0.89 1.01
H -4.81 0.40 -0.75
H -0.27 -0.49 1.18
H 0.11 -1.10 -0.55
H 2.38 -0.08 1.21
H 3.34 0.66 -0.26
H 2.60 -0.86 -0.38
H 1.28 0.88 -1.29
H 1.44 1.79 0.23
*
```

Calculated values
- energy above the lowest of the compared OMol25 structures with the same formula, charge and spin (kJ/mol) = 491.00
- highest occupied orbital energy (alpha / beta) (eV) = -13.055 / -13.054
- gap between HOMO and LUMO (alpha / beta) (eV) = 8.166 / 8.165

=====

The following is a quantum chemistry calculation of one molecule with the formula C16H19N5O3 at a distorted geometry, from the OMol25 dataset.

```
! RIJCOSX wB97M-V def2-TZVPD def2/J DEFGRID3
* xyz 0 1
C 0.92 4.17 1.11
O 0.07 3.06 0.93
C -0.31 2.45 2.14
C -1.22 1.26 1.83
N -0.50 0.06 1.49
C 0.24 -0.23 0.38
N 0.44 0.66 -0.60
C 1.19 0.34 -1.79
C 0.34 0.47 -3.03
C -0.87 -0.20 -3.10
C -1.67 -0.08 -4.22
C -1.27 0.71 -5.29
C -0.06 1.38 -5.22
C 0.74 1.27 -4.10
N 0.71 -1.47 0.38
C 0.28 -2.01 1.54
C -0.47 -1.10 2.27
C -1.05 -1.41 3.52
O -1.73 -0.71 4.25
N -0.73 -2.72 3.88
C 0.01 -3.67 3.20
O 0.20 -4.78 3.66
N 0.52 -3.27 1.99
C 1.32 -4.18 1.19
H 0.44 4.94 1.72
H 1.14 4.57 0.12
H 1.86 3.87 1.60
H 0.58 2.11 2.69
H -0.85 3.17 2.76
H -1.89 1.53 1.01
H -1.81 1.02 2.72
H 0.16 1.61 -0.44
H 2.07 0.99 -1.87
H 1.53 -0.69 -1.68
H -1.18 -0.82 -2.28
H -2.62 -0.61 -4.27
H -1.89 0.80 -6.16
H 0.26 2.00 -6.05
H 1.68 1.80 -4.05
H -1.10 -3.04 4.77
H 0.86 -4.31 0.21
H 2.32 -3.79 1.07
H 1.35 -5.14 1.72
*
```

Calculated values
- energy above the lowest of the compared OMol25 structures with the same formula, charge and spin (kJ/mol) = 0.00
- highest occupied orbital energy (eV) = -7.612
- gap between HOMO and LUMO (eV) = 8.177

=====

no.,DFT total energy (eV)
1,-190895.0659
2,-9439.8918
3,-7263.0529
4,-30495.1344